1.
# C10H19O6PS2

A molecular structure, C10H19O6PS2 (ωB97M-V/def2-TZVPD, the Open Molecules 2025 dataset).

For the relative energy (zero: lowest compared OMol25 entry of this formula, charge and spin), the calculation gives 1265.8 kJ/mol. Its spin multiplicity is 1.

Each line ends with the Löwdin charge.
Positions of all 38 atoms, in Å:
C  -3.3580  -1.9684  1.2796  0.0036
C  -1.9925  -2.1288  0.3668  -0.0848
H  -1.8882  -3.0450  -0.0532  0.0956
H  -1.1980  -1.9141  0.9298  0.0263
O  -2.1987  -1.3862  -0.8928  0.0979
C  -1.1693  -1.0391  -1.3451  -0.5724
O  -0.1342  -1.6026  -1.0042  -0.0807
C  -1.3283  0.0966  -2.6085  -0.0112
C  -0.4967  1.3340  -2.2984  -0.4893
C  -0.8616  2.0269  -0.9787  -0.4413
O  -1.3458  3.4090  -0.9848  -0.1041
O  -0.9317  1.4121  0.0096  -0.0317
C  -1.1671  1.7306  1.2523  -0.2353
C  -0.0797  2.9289  1.9144  0.0023
H  0.0271  3.6593  1.0662  0.0883
H  0.7638  2.2620  2.0945  0.0137
H  -0.3486  3.0613  2.9056  0.0330
H  -1.3622  1.0106  2.1186  0.1258
H  -2.0258  2.5623  1.1651  0.1571
H  -0.5196  2.0419  -2.9361  0.0236
S  1.3019  0.9331  -2.1833  0.8538
P  1.7579  -0.0520  -0.1553  0.0205
O  2.7544  -1.2294  -0.8520  -0.4085
C  2.3610  -2.6623  -0.6188  -0.1196
H  1.8353  -2.8582  -1.8961  0.1751
H  3.4483  -3.2391  -0.7633  0.1235
H  1.8593  -3.0718  0.1174  -0.0253
S  1.0884  -0.4609  1.3794  0.6375
O  2.9671  0.8999  0.0406  -0.4489
C  4.0227  0.7253  1.0445  -0.0428
H  4.4907  1.8375  1.0584  0.1540
H  3.4549  0.4415  1.7719  -0.0361
H  4.7550  0.0451  0.7232  0.0696
H  -1.0082  -0.4876  -3.4561  0.1127
H  -2.3913  0.2941  -2.5399  0.1172
H  -3.3291  -2.4468  2.0772  -0.0581
H  -4.2574  -2.1893  0.4203  0.1535
H  -3.4957  -0.9306  1.8310  0.1053

=====

2.
# C9H10F8N2O6S

2 unconnected molecules or ions with the total composition C9H10F8N2O6S (ωB97M-V/def2-TZVPD, the Open Molecules 2025 dataset).

Its structure (SMILES) is [H]/N=C/CN(C(=O)O)S(=O)(=O)C(F)(F)C(F)(F)F.CCOC(=O)C(F)(F)F. Its spin multiplicity is 1.

Each line ends with the Löwdin charge.
Positions of all 36 atoms, in Å:
H  2.5255  0.6629  -0.1086  0.0295
N  2.2380  0.3679  -1.0393  0.1341
C  1.1794  0.9518  -1.3884  -0.2111
C  0.5767  0.6381  -2.7386  -0.1297
N  -0.7034  1.3692  -2.9470  -0.1475
C  -0.4937  2.7525  -3.3614  -0.5654
O  -0.2930  3.0802  -4.4758  0.2017
O  -0.4663  3.5840  -2.3037  0.1381
S  -1.8719  0.5970  -3.8282  0.7197
O  -1.3462  -0.3298  -4.7682  -0.2096
O  -2.8598  1.5645  -4.1640  -0.2188
C  -2.5888  -0.4344  -2.4651  -0.4681
F  -3.6843  -0.9997  -2.9697  0.1416
F  -1.7125  -1.3965  -2.1569  0.1299
C  -2.9583  0.3337  -1.1507  -0.5509
F  -1.9762  0.1946  -0.2559  0.1671
F  -3.1505  1.6421  -1.3605  0.1550
F  -4.0790  -0.1715  -0.6387  0.1859
H  0.6451  1.6812  -0.7695  0.1155
H  1.2786  0.8785  -3.5425  0.1428
H  0.3792  -0.4310  -2.7860  0.1189
H  -1.2387  3.4237  -1.7417  0.1255
C  0.7411  -3.1171  4.6196  -0.0578
C  0.2034  -1.7709  4.1925  -0.1876
O  1.2752  -0.8175  3.9902  0.0331
C  1.9133  -0.9000  2.8352  -0.4074
O  1.7031  -1.6550  1.9328  0.1684
C  2.9991  0.1998  2.7632  -0.5487
F  3.7134  0.2678  3.8857  0.1767
F  2.4101  1.3930  2.5622  0.1559
F  3.8242  -0.0263  1.7439  0.1654
H  1.3519  -3.0165  5.5167  0.0846
H  -0.0888  -3.7888  4.8378  0.0842
H  1.3481  -3.5646  3.8340  0.0793
H  -0.4113  -1.3227  4.9693  0.1254
H  -0.3826  -1.8403  3.2769  0.1241

=====

3.
# C26H35N6O3

A gas-phase ion, C26H35N6O3 (charge +1) (ωB97M-V/def2-TZVPD, the Open Molecules 2025 dataset).

The total charge is +1. Its structure (SMILES) is COc1ccc([NH+]2CCN([C@@H](c3cccc(OC)c3OC)c3nnnn3C3CCCC3)CC2)cc1. For the relative energy (zero: lowest compared OMol25 entry of this formula, charge and spin), the calculation gives 0.0 kJ/mol. Its spin multiplicity is 1.

Each line ends with the Löwdin charge.
Positions of all 70 atoms, in Å:
C  9.0073  0.3954  -0.3217  -0.0642
O  7.9365  -0.5121  -0.4814  -0.0618
C  6.6764  -0.0840  -0.3159  -0.2696
C  5.6736  -1.0465  -0.4937  0.0288
C  4.3457  -0.7163  -0.3485  0.0075
C  3.9925  0.5874  -0.0198  -0.2209
N  2.5799  0.9135  0.1323  -0.0979
C  2.2013  1.2037  1.5351  -0.0699
C  0.8038  1.8734  1.5645  -0.1241
N  -0.0106  1.5335  0.4353  -0.1110
C  -0.9040  0.3998  0.4924  -0.1772
C  -2.1193  0.6490  -0.3881  -0.1151
C  -2.1729  0.1869  -1.6962  -0.0622
C  -3.2796  0.4495  -2.4747  -0.0627
C  -4.3383  1.1655  -1.9464  -0.0040
C  -4.3165  1.6328  -0.6376  -0.1820
O  -5.3507  2.3153  -0.0727  -0.1060
C  -6.4859  2.6142  -0.8545  -0.0620
C  -3.1782  1.3830  0.1586  -0.1378
O  -2.9969  1.7530  1.4568  -0.0745
C  -3.8252  2.7153  2.0817  -0.0482
C  -0.2797  -0.9151  0.1533  -0.1913
N  0.9721  -1.1059  -0.2210  0.0715
N  1.1314  -2.4155  -0.4063  0.0190
N  0.0560  -3.0241  -0.1718  0.0952
N  -0.8664  -2.1294  0.1874  -0.0043
C  -2.2198  -2.5037  0.5153  -0.2308
C  -2.2257  -3.6146  1.5874  -0.1205
C  -3.0801  -4.7428  1.0055  -0.1793
C  -2.8556  -4.6148  -0.4970  -0.1860
C  -2.9240  -3.1061  -0.7160  -0.1300
C  0.5678  1.9242  -0.8342  -0.1155
C  2.1041  1.9847  -0.7638  -0.0774
C  4.9719  1.5498  0.1595  -0.0131
C  6.3071  1.2216  0.0121  0.0059
H  8.9491  1.2126  -1.0461  0.0998
H  9.9098  -0.1840  -0.5046  0.0996
H  9.0379  0.8020  0.6930  0.0998
H  5.9700  -2.0506  -0.7482  0.1287
H  3.5868  -1.4703  -0.4918  0.0990
H  1.9991  0.0151  -0.1313  0.0952
H  2.2044  0.2575  2.0796  0.1381
H  2.9451  1.8622  1.9872  0.1311
H  0.2863  1.6031  2.4846  0.1345
H  0.9254  2.9617  1.5655  0.1315
H  -1.2626  0.3414  1.5279  0.1604
H  -1.3509  -0.3801  -2.1088  0.1162
H  -3.3277  0.0964  -3.4920  0.1123
H  -5.1979  1.3531  -2.5675  0.1087
H  -6.9950  1.7056  -1.1881  0.1007
H  -6.2275  3.2321  -1.7190  0.1016
H  -7.1469  3.1749  -0.1960  0.1006
H  -3.8749  3.6370  1.5011  0.1027
H  -4.8332  2.3353  2.2503  0.0966
H  -3.3459  2.9149  3.0399  0.0974
H  -2.7193  -1.5936  0.8534  0.1480
H  -2.6093  -3.2520  2.5393  0.1136
H  -1.2064  -3.9719  1.7390  0.1095
H  -2.7875  -5.7150  1.3941  0.1137
H  -4.1324  -4.5785  1.2397  0.1156
H  -3.5982  -5.1504  -1.0832  0.1135
H  -1.8640  -4.9848  -0.7589  0.1086
H  -2.4555  -2.7914  -1.6471  0.1098
H  -3.9608  -2.7708  -0.7288  0.1230
H  0.2574  1.2169  -1.6035  0.1154
H  0.1901  2.9136  -1.1244  0.1365
H  2.5358  1.8326  -1.7538  0.1466
H  2.4413  2.9505  -0.3833  0.1327
H  4.7095  2.5661  0.4117  0.1200
H  7.0503  1.9885  0.1544  0.1105

=====

Table of Kohn-Sham gap (eV), in record order: 9.13 10.91 8.97
Table of HOMO (eV), in record order: -9.04 -10.63 -10.75